one) Here is a single C4H12N2S molecule from the OMol25 dataset. Energies are from ωB97M-V with the def2-TZVPD basis set.

Output
LUMO level   0.8642 eV
Gap between HOMO and LUMO   0.347 Eh
Structure (SMILES)   CNC[C@@H](N)CS

Element x y z (Å)
C1 1.92090 -1.23448 -1.37940
N1 0.76926 -1.69615 -0.63868
C2 -0.40254 -0.88833 -0.45828
C3 -0.23165 0.56653 0.15644
N2 -1.02120 1.47877 -0.72824
C4 -0.51137 0.61319 1.66847
S1 -2.08008 1.31375 2.15105
H1 2.78313 -0.90391 -0.75154
H2 1.77454 -0.41398 -2.08877
H3 2.36463 -2.10786 -1.88485
H4 1.09583 -2.07439 0.26260
H5 -1.06527 -0.99620 -1.33418
H6 -1.09231 -1.40177 0.21530
H7 0.77215 1.01576 0.07449
H8 -1.03282 2.45809 -0.50785
H9 -1.86587 1.03236 -1.02421
H10 -0.46039 -0.38933 2.10321
H11 0.28883 1.07723 2.35358
H12 -2.00576 2.55073 1.81086

two) Here is a single C4H12N2S molecule from the OMol25 dataset. Energies are from ωB97M-V with the def2-TZVPD basis set.

Output
LUMO level   0.8497 eV
Gap between HOMO and LUMO   0.368 Eh
Structure (SMILES)   NC[C@@H](N)CCS

Element x y z (Å)
N1 2.47326 -0.97533 0.05955
C1 1.02373 -0.91454 -0.35422
C2 0.43593 0.45846 -0.06780
N2 1.28339 1.55774 -0.55291
C3 -1.02364 0.62989 -0.55304
C4 -1.97498 -0.32358 0.11614
S1 -2.19435 -0.05284 1.94956
H1 2.53399 -0.23417 0.74374
H2 2.57613 -1.81207 0.62052
H3 0.48510 -1.73802 0.13818
H4 0.87175 -1.19426 -1.40261
H5 0.30797 0.67356 1.00641
H6 1.85867 1.26080 -1.32375
H7 1.84385 1.94958 0.18001
H8 -1.25146 1.69325 -0.47394
H9 -1.02463 0.43427 -1.63454
H10 -2.99746 -0.24461 -0.23457
H11 -1.73091 -1.36950 -0.06440
H12 -3.49633 0.20138 1.84768

three) Here is a single C4H12N2S molecule from the OMol25 dataset. Energies are from ωB97M-V with the def2-TZVPD basis set.

Output
LUMO level   0.7940 eV
Gap between HOMO and LUMO   0.358 Eh
Structure (SMILES)   NC[C@@H](N)CCS

Element x y z (Å)
N1 1.79356 1.54015 -0.14087
C1 1.01365 0.55017 -0.87325
C2 -0.40701 0.45088 -0.29767
N2 -1.35517 1.33914 -1.01844
C3 -0.96355 -0.96794 -0.28697
C4 -0.43436 -1.79452 0.86236
S1 -1.03869 -1.20201 2.47448
H1 2.24506 1.11024 0.65416
H2 2.50291 1.96781 -0.71979
H3 1.48585 -0.44219 -0.91439
H4 0.92246 0.82576 -1.93070
H5 -0.29554 0.76949 0.71703
H6 -0.83925 2.13053 -1.40064
H7 -1.90888 1.78928 -0.29133
H8 -2.05010 -0.94065 -0.20407
H9 -0.71991 -1.43257 -1.24483
H10 -0.76188 -2.83419 0.77170
H11 0.65275 -1.90300 0.82422
H12 0.15809 -0.95637 3.01898

four) Here is a single C4H12N2S molecule from the OMol25 dataset. Energies are from ωB97M-V with the def2-TZVPD basis set.

Output
LUMO level   0.7829 eV
Gap between HOMO and LUMO   0.330 Eh
Structure (SMILES)   NCNCCCS

Element x y z (Å)
N1 -1.70374 2.12094 -0.22840
C1 -0.39241 1.86749 -0.79512
N2 0.52614 1.19628 0.26036
C2 1.52977 0.13513 0.19199
C3 1.06391 -1.24073 -0.40785
C4 0.07683 -1.92729 0.55081
S1 -1.66677 -1.17071 0.69670
H1 -1.79427 2.07317 0.78913
H2 -2.20537 1.25315 -0.44017
H3 0.11224 2.83820 -0.89054
H4 -0.41713 1.23521 -1.72709
H5 -0.01873 1.38975 1.10024
H6 1.82441 -0.12606 1.21997
H7 2.55341 0.33125 -0.24391
H8 2.01957 -1.70381 -0.73975
H9 0.49174 -1.12494 -1.32819
H10 0.41896 -1.97852 1.56694
H11 -0.18392 -2.87928 0.15412
H12 -2.23463 -2.28922 0.27077

Which one is most stable, and which one is least stable? three) is the most stable of them, while four) is the least stable.

one) Here is a single C4H12N2S molecule from the OMol25 dataset. Energies are from ωB97M-V with the def2-TZVPD basis set.

Output
LUMO level   0.9388 eV
Gap between HOMO and LUMO   0.339 Eh
Structure (SMILES)   CN[C@H](CN)CS

Element x y z (Å)
C1 -2.09739 0.52684 -0.88778
N1 -1.46652 -0.64453 -0.30390
C2 -0.04773 -0.64277 0.00871
C3 0.21398 0.11599 1.30324
N2 1.63608 0.41946 1.54734
C4 0.78191 -0.06129 -1.14383
S1 2.10173 -1.14174 -1.71953
H1 -2.43872 0.33155 -1.91057
H2 -2.97860 0.80331 -0.31455
H3 -1.42339 1.37545 -0.89847
H4 -2.07634 -1.10459 0.35268
H5 0.22458 -1.69331 0.10219
H6 -0.25019 -0.38979 2.15443
H7 -0.32782 1.05847 1.25247
H8 2.08711 -0.39029 1.96207
H9 1.69680 1.14547 2.25188
H10 0.16043 0.09093 -2.01452
H11 1.14749 0.92658 -0.86640
H12 3.05659 -0.72575 -0.87547

two) Here is a 2-piece molecular cluster, C4H12N2S overall from the OMol25 dataset. Energies are from ωB97M-V with the def2-TZVPD basis set.

Output
LUMO level   -0.9849 eV
Gap between HOMO and LUMO   0.277 Eh

Element x y z (Å)
C1 0.72536 1.35684 -0.65883
N1 1.53401 0.46604 0.18707
C2 0.94226 -0.48614 1.08968
N2 2.04489 -1.23540 1.73722
C3 -0.08236 0.58336 -1.68688
C4 -1.18214 -0.43449 -1.33419
S1 -2.02686 -0.09943 0.23004
H1 -0.00377 1.89696 -0.06942
H2 1.32905 2.16227 -1.16711
H3 2.27627 0.93189 0.76229
H4 0.22329 -1.20549 0.72542
H5 0.39242 -0.09990 1.95776
H6 2.32567 -1.99722 1.12883
H7 2.01335 -1.38358 2.72599
H8 -0.25824 1.22306 -2.64010
H9 0.75145 -0.05138 -2.13731
H10 -2.05365 -0.39090 -2.05565
H11 -0.82647 -1.42652 -1.18839
H12 -2.37391 1.69937 -0.66126

three) Here is a single C4H12N2S molecule from the OMol25 dataset. Energies are from ωB97M-V with the def2-TZVPD basis set.

Output
LUMO level   0.9420 eV
Gap between HOMO and LUMO   0.350 Eh
Structure (SMILES)   CNC[C@@H](N)CS

Element x y z (Å)
C1 2.77523 -0.92824 0.29264
N1 1.40256 -0.95648 -0.17705
C2 0.49050 -0.07944 0.51988
C3 -0.72468 0.21216 -0.34473
N2 -1.40292 -1.05593 -0.62187
C4 -1.59309 1.28137 0.28926
S1 -2.96174 1.82563 -0.80559
H1 3.08800 0.11641 0.41839
H2 3.45001 -1.29669 -0.47796
H3 2.95329 -1.43705 1.24177
H4 1.02086 -1.88942 -0.21670
H5 0.08612 -0.52174 1.45742
H6 1.00721 0.82519 0.83478
H7 -0.29870 0.55101 -1.29154
H8 -2.08427 -0.87944 -1.35430
H9 -1.95225 -1.35071 0.18255
H10 -2.07209 0.90733 1.19480
H11 -1.00774 2.17665 0.49376
H12 -2.17632 2.49938 -1.63550

Which one is most stable, and which one is least stable? three) is the most stable of them, while two) is the least stable.

one) Here is a single C4H12N2S molecule from the OMol25 dataset. Energies are from ωB97M-V with the def2-TZVPD basis set.

Output
LUMO level   0.8057 eV
Gap between HOMO and LUMO   0.355 Eh
Structure (SMILES)   NCCNCCS

Element x y z (Å)
N1 -0.57855 0.67192 3.17061
C1 -0.61102 -0.67849 2.55650
C2 0.53688 -0.95204 1.58588
N2 0.63550 -0.07265 0.36805
C3 -0.61426 -0.43114 -0.49843
C4 -0.74014 0.53221 -1.71480
S1 0.75075 0.33756 -2.87942
H1 -1.28542 1.40573 2.85159
H2 0.30174 1.01344 3.44691
H3 -0.65641 -1.39235 3.34424
H4 -1.63896 -0.76070 2.14373
H5 0.39854 -2.02084 1.36768
H6 1.60156 -0.99381 2.34729
H7 0.35045 0.88207 0.67791
H8 -1.43365 -0.23865 0.13388
H9 -0.58438 -1.45765 -0.82107
H10 -1.61492 0.21020 -2.27114
H11 -0.64649 1.52902 -1.22759
H12 1.36849 1.40448 -2.26827

two) Here is a single C4H12N2S molecule from the OMol25 dataset. Energies are from ωB97M-V with the def2-TZVPD basis set.

Output
LUMO level   0.9743 eV
Gap between HOMO and LUMO   0.329 Eh
Structure (SMILES)   CN[C@H](CN)CS

Element x y z (Å)
C1 -0.38296 -2.02185 1.86817
N1 0.42744 -0.83869 1.68060
C2 0.17435 0.07386 0.59327
C3 -1.12436 0.91397 0.81576
N2 -1.30791 1.85152 -0.24708
C4 0.14008 -0.63494 -0.74679
S1 1.09897 0.28800 -2.06622
H1 -1.30362 -1.98579 1.28040
H2 0.06909 -2.89427 1.43691
H3 -0.66641 -2.04536 2.91525
H4 1.01791 -0.44205 2.38258
H5 0.92978 0.84487 0.69612
H6 -1.02270 1.38112 1.79867
H7 -1.89849 0.13144 0.90088
H8 -0.83572 1.81113 -1.12772
H9 -1.82924 2.67908 -0.03587
H10 0.68409 -1.56811 -0.72356
H11 -0.80976 -0.81848 -1.24802
H12 2.28566 -0.21356 -1.70575

Which one is most stable, and which one is least stable? two) is the most stable of them, while one) is the least stable.

one) Here is CH2BrClO as an isolated structure from the OMol25 dataset. Energies are from ωB97M-V with the def2-TZVPD basis set.

Output
LUMO level   -1.0707 eV
Gap between HOMO and LUMO   0.297 Eh

Element x y z (Å)
C1 0.26133 1.20212 -1.15505
O1 -1.09116 -1.15837 0.71037
Cl1 0.80867 2.04464 0.12084
Br1 1.54076 0.22816 -2.09604
H1 -0.35367 -0.55574 0.93407
H2 -1.16594 -1.76080 1.48581

two) Here is a 2-piece molecular cluster, CH2BrClO overall from the OMol25 dataset. Energies are from ωB97M-V with the def2-TZVPD basis set.

Output
LUMO level   -1.5527 eV
Gap between HOMO and LUMO   0.281 Eh

Element x y z (Å)
C1 -0.50756 -0.04075 -0.06208
O1 0.74656 0.32951 -0.29992
Cl1 -0.26139 -2.11743 1.50326
Br1 -1.42338 -1.11789 -1.24831
H1 -0.99194 0.30511 0.84404
H2 1.50263 -0.16841 -0.67033

Which one is most stable, and which one is least stable? two) is the most stable of them, while one) is the least stable.

one) Here is C5H10N3P3 as an isolated structure from the OMol25 dataset. Energies are from ωB97M-V with the def2-TZVPD basis set.

Output
LUMO level   0.2737 eV
Gap between HOMO and LUMO   0.300 Eh

Element x y z (Å)
C1 1.27520 -1.40642 -2.26230
C2 -0.72283 1.02486 1.39859
C3 2.13280 -2.09983 -3.21820
C4 -0.98074 0.33716 2.73286
C5 -0.86946 2.49580 1.29450
N1 1.80954 -0.73140 -1.19087
N2 0.63519 0.83127 1.00217
N3 -0.72498 -0.40804 -0.86066
P1 -0.44390 -1.61612 -2.26635
P2 0.75316 -0.07751 -0.24628
P3 -2.06201 0.23314 0.16467
H1 2.93758 -2.79374 -2.91059
H2 2.48605 -1.31290 -3.80207
H3 1.40376 -2.58863 -3.87538
H4 -0.60174 -0.72547 2.88148
H5 -1.97463 0.35104 2.98154
H6 -0.44360 0.93007 3.39300
H7 -0.63868 2.71332 0.28699
H8 -0.01434 2.83569 1.86833
H9 -1.75619 2.93720 1.65523
H10 -2.20015 -0.92950 0.97335

two) Here is a single C5H10N3P3 molecule from the OMol25 dataset. Energies are from ωB97M-V with the def2-TZVPD basis set.

Output
LUMO level   0.3926 eV
Gap between HOMO and LUMO   0.319 Eh

Element x y z (Å)
C1 0.37482 0.35844 -0.69571
C2 -0.47462 -0.51435 -0.14230
C3 -1.72401 1.58634 2.44272
C4 -2.58256 0.26968 0.52523
C5 0.09619 -1.62026 0.67799
N1 -1.87994 -0.49244 -0.21741
N2 -1.97630 0.96716 1.50040
N3 -3.96397 0.35684 0.51839
P1 -0.36345 1.59103 -1.80759
P2 2.56253 1.40937 1.23563
P3 2.17811 0.09657 -0.44567
H1 -0.11428 -2.57832 0.18954
H2 1.11182 -1.55987 0.89102
H3 -0.35379 -1.58782 1.61929
H4 -4.29933 0.10986 -0.38642
H5 -4.33424 0.99251 1.19306
H6 -0.97133 2.59653 -0.93583
H7 0.79415 2.33950 -1.87304
H8 3.72443 0.77987 1.38084
H9 2.21569 0.53844 2.25362
H10 2.52513 1.16547 -1.29730

Which one is most stable, and which one is least stable? one) is the most stable of them, while two) is the least stable.

one) Here is a 7-piece molecular cluster, H14O6S overall from the OMol25 dataset. Energies are from ωB97M-V with the def2-TZVPD basis set.

Output
LUMO level   0.3822 eV
Gap between HOMO and LUMO   0.372 Eh
Structure (SMILES)   O.O.O.O.O.O.S

Element x y z (Å)
O1 -0.54856 -2.11970 -1.09382
H1 -0.63928 -1.72759 -0.21329
H2 0.05434 -2.84708 -1.24036
O2 -0.54408 2.15514 -1.36119
H3 -0.22576 1.91081 -2.23522
H4 0.27202 1.95842 -0.88011
O3 0.26037 -0.13986 -2.79865
H5 -0.11888 -0.85700 -2.24107
H6 0.23908 -0.47816 -3.69816
O4 -4.70498 2.13192 -0.20221
H7 -4.97755 1.36736 -0.71386
H8 -4.26473 1.86467 0.60013
O5 -0.13761 -1.36677 1.61859
H9 -0.98681 -1.69525 1.93655
H10 -0.24375 -0.41040 1.67240
O6 -1.89623 0.55950 0.61894
H11 -1.32363 0.96086 -0.06234
H12 -2.52060 1.27327 0.77322
S1 4.23868 -0.56830 1.69016
H13 4.50563 -0.67626 2.99895
H14 3.24223 -1.47143 1.73191

two) Here is a 7-piece molecular cluster, H14O6S overall from the OMol25 dataset. Energies are from ωB97M-V with the def2-TZVPD basis set.

Output
LUMO level   0.2578 eV
Gap between HOMO and LUMO   0.366 Eh
Structure (SMILES)   O.O.O.O.O.O.S

Element x y z (Å)
O1 -1.40632 -1.41115 -0.14160
H1 -0.99934 -0.82893 0.54179
H2 -1.68660 -2.19210 0.25587
O2 0.64199 2.55575 0.31037
H3 -0.13431 2.18664 -0.14571
H4 1.25556 1.86642 -0.10268
O3 -0.00112 -0.06856 -2.30663
H5 -0.15042 -0.58590 -3.03590
H6 -0.76051 -0.29117 -1.64001
O4 2.11289 0.70406 -0.93410
H7 2.63561 1.21364 -1.57766
H8 1.37918 0.20689 -1.35208
O5 0.10973 -0.14387 2.24615
H9 0.57034 -0.30567 3.11026
H10 0.66627 0.59234 1.81219
O6 2.40896 -1.87837 0.87503
H11 2.90561 -1.43653 1.64948
H12 2.24283 -1.12645 0.32874
S1 -4.03737 0.89760 -0.21919
H13 -4.47762 -0.36397 -0.55400
H14 -3.27534 0.40931 0.87969

Which one is most stable, and which one is least stable? one) is the most stable of them, while two) is the least stable.